18
Properties=species:S:1:pos:R:3:forces:R:3:nbo_charge:R:1 method="wB97M-V/def2-TZVPD" homo_lumo_gap_ev=8.81 homo_energy_ev=-13.1895 smiles="C=C1C=CC=C[N@@H+]1C" total_charge=+1 multiplicity=1
C -0.72710 -2.16858 0.06470 0.23 0.35 -0.01 -0.323
C -0.51184 -0.86675 0.21413 0.13 -0.32 0.24 0.098
C -1.43167 0.09229 0.78029 0.03 0.68 0.21 -0.201
C -1.02149 1.30407 1.19174 -0.47 -0.52 -0.15 -0.193
C 0.37173 1.67914 1.09965 0.39 -0.39 -0.27 -0.182
C 1.24900 0.91738 0.45264 -0.23 0.34 0.52 -0.046
N 0.78611 -0.29264 -0.25289 0.01 -0.32 0.00 -0.389
C 0.67623 0.01941 -1.70273 -0.03 0.22 -1.03 -0.412
H 0.01091 -2.84672 -0.32829 0.22 -0.10 -0.10 0.221
H -1.67043 -2.60056 0.34354 -0.24 0.01 0.08 0.248
H -2.45265 -0.23104 0.90470 -0.11 -0.02 0.00 0.254
H -1.71050 2.00181 1.63688 -0.13 0.03 0.05 0.250
H 0.69958 2.58371 1.58623 0.17 0.07 -0.04 0.261
H 2.29800 1.12826 0.33916 0.12 -0.08 -0.07 0.243
H 1.50120 -1.02062 -0.14994 -0.16 0.14 0.06 0.448
H -0.07389 0.79662 -1.84206 0.02 -0.05 0.16 0.244
H 1.63166 0.37493 -2.08491 0.03 0.00 0.17 0.239
H 0.37516 -0.87073 -2.25283 0.02 -0.05 0.17 0.239

---

18
Properties=species:S:1:pos:R:3:forces:R:3:nbo_charge:R:1 method="wB97M-V/def2-TZVPD" homo_lumo_gap_ev="7.26 / 7.26" homo_energy_ev="-13.5409 / -13.5410" total_charge=+1 multiplicity=1
C -0.27465 0.63115 1.98494 -0.84 2.44 1.10 -0.343
C 0.43032 0.79849 0.79053 -2.89 -3.58 1.68 0.180
C -1.28328 0.34840 -0.76555 -0.97 -1.77 -0.69 -0.267
C 1.04317 -0.77834 -1.12718 1.83 0.84 3.55 -0.209
C -1.29620 -0.26288 1.77964 -0.40 -1.95 -1.14 0.129
C -1.30413 -0.77792 0.32471 2.79 3.36 2.87 -0.289
C 0.04370 -0.20898 -0.19572 -4.04 0.98 -0.29 -0.107
N 1.88958 0.32473 -1.43857 -0.59 -1.16 2.96 -0.829
H -0.35758 1.33311 2.91279 0.91 -1.44 -1.84 0.281
H 1.14612 1.46296 0.63587 3.04 2.94 -0.84 0.229
H -1.81005 0.04157 -1.73603 1.57 0.42 1.18 0.270
H -1.57189 1.28960 -0.42721 -0.68 1.46 0.52 0.227
H 1.53727 -1.37989 -0.37157 0.90 -0.81 -0.53 0.207
H 0.66364 -1.43731 -1.81190 -0.93 -1.12 -2.24 0.229
H -1.88373 -0.62446 2.66613 -0.04 0.44 -1.40 0.260
H -1.67855 -1.68743 0.05919 -0.99 -2.27 -0.60 0.266
H 2.75406 0.30005 -0.96688 1.06 -0.08 0.17 0.382
H 1.95220 0.62717 -2.31319 0.29 1.31 -4.46 0.383

---

20
Properties=species:S:1:pos:R:3:forces:R:3:nbo_charge:R:1 method="wB97M-V/def2-TZVPD" homo_lumo_gap_ev=10.29 homo_energy_ev=-9.6619 smiles="c1ccncc1.CC(N)=O" total_charge=0 multiplicity=1
C -1.22563 -1.13071 -2.57238 -2.21 2.11 -0.63 -0.155
C -1.67668 0.24121 -2.73237 -2.77 -3.67 -0.88 -0.256
C -0.90611 1.23114 -2.29674 -1.07 4.25 -1.68 0.032
N 0.23354 1.00011 -1.74393 1.80 1.38 0.69 -0.432
C 0.69719 -0.21652 -1.66472 2.87 1.48 2.42 0.034
C 0.02959 -1.32031 -2.09287 -0.16 -2.60 0.53 -0.279
H -1.94251 -1.95007 -2.74279 0.65 0.42 -0.18 0.223
H -2.70844 0.45507 -3.10779 1.10 -0.34 0.22 0.221
H -1.20888 2.36166 -2.55443 0.64 -2.52 1.06 0.190
H 1.65535 -0.11873 -1.03732 -1.12 -1.42 -1.27 0.197
H 0.33769 -2.36473 -1.88984 0.27 0.90 -0.23 0.225
C 0.94436 1.24660 2.54653 3.11 1.77 2.30 -0.693
C 0.19474 0.05890 2.87139 -3.03 3.03 1.11 0.631
N 0.90132 -0.96434 2.76593 1.28 -10.40 0.03 -0.793
O -0.96660 -0.02842 3.31011 0.92 0.89 -0.66 -0.652
H 0.20039 1.95315 2.36687 -0.48 2.08 -0.21 0.242
H 1.68784 1.15958 1.75934 -0.48 -0.23 -0.52 0.223
H 1.72059 1.47285 3.47527 -2.49 -0.13 -1.94 0.230
H 0.24113 -1.80475 2.98320 1.95 1.55 -0.40 0.398
H 1.79114 -1.28169 2.35656 -0.79 1.44 0.24 0.414

---

20
Properties=species:S:1:pos:R:3:forces:R:3:nbo_charge:R:1 method="wB97M-V/def2-TZVPD" homo_lumo_gap_ev=8.65 homo_energy_ev=-8.0556 total_charge=0 multiplicity=1
C -0.81192 1.35742 2.51766 -2.36 -0.75 0.29 -0.071
C -0.99393 0.38423 1.53393 1.97 0.59 1.06 -0.126
C 0.78598 1.70413 1.14952 1.83 -0.20 -0.50 0.187
C 0.57586 -1.71697 -0.19699 -0.01 1.99 -0.40 -0.468
C 1.76491 -0.84224 -0.59330 0.21 0.95 3.63 -0.436
C 0.46735 -0.18626 -0.39730 -2.06 -1.38 -3.33 0.140
C -0.80590 0.12926 -2.26435 2.58 0.19 2.67 0.030
N 0.21931 2.14891 2.25274 1.97 1.39 -0.79 -0.476
N 0.17037 0.56654 0.72457 -1.81 0.47 0.52 -0.403
O -1.94578 -0.38148 -1.81986 -3.20 0.79 0.10 -0.738
H -1.42540 1.62038 3.41418 0.42 -0.68 -1.06 0.210
H -1.61713 -0.51054 1.53620 0.34 0.47 -0.37 0.220
H 1.77749 2.04405 0.60598 -2.41 -0.50 1.41 0.206
H 0.18465 -2.18898 -1.04707 -0.46 -1.06 -0.95 0.202
H 0.35269 -2.22578 0.73151 0.53 0.37 0.22 0.228
H 2.47509 -0.48972 0.20382 -0.37 -0.93 -0.91 0.219
H 2.14392 -0.95965 -1.54563 0.81 -0.17 -1.75 0.222
H -0.33625 -0.53811 -2.98424 0.62 0.35 -0.08 0.149
H -0.86801 1.25203 -2.54088 0.04 -2.07 0.65 0.194
H -2.11332 -1.16724 -1.28049 1.36 0.19 -0.40 0.510

---

What did we get for molecular weight? Answer: 108.16; 108.16; 138.17; 138.17 g mol⁻¹, in the order shown.
What did we get for strongest force on any atom? Answer: 1.054; 5.221; 10.476; 4.149 eV/A, in the order shown.